(1)
{
  "formula": "C41H38ClInNO2P2",
  "method": "ωB97M-V with the def2-TZVPD basis set",
  "total_energy_ha": -3123.24932,
  "total_charge": 1,
  "multiplicity": 1,
  "elements": ["In", "N", "P", "C", "C", "C", "C", "C", "C", "C", "C", "C", "C", "C", "C", "P", "C", "C", "C", "C", "C", "C", "C", "C", "C", "C", "C", "C", "H", "H", "H", "H", "H", "H", "H", "H", "H", "H", "H", "H", "H", "H", "H", "H", "H", "H", "H", "H", "H", "Cl", "C", "C", "C", "C", "C", "C", "C", "H", "H", "H", "H", "H", "H", "C", "C", "C", "C", "C", "C", "C", "C", "C", "C", "O", "O", "H", "H", "H", "H", "H", "H", "H", "H", "H", "H", "H"],
  "coordinates": [[0.1230, 1.8102, -1.1061], [-2.0590, 0.0738, 0.6427], [-0.9438, 1.2307, 1.1805], [-1.8722, 2.3513, 2.1586], [-3.0399, 1.9252, 2.8259], [-3.8501, 2.8920, 3.4546], [-3.5115, 4.2298, 3.4302], [-2.3414, 4.6665, 2.8473], [-1.5682, 3.7380, 2.1627], [0.0823, 0.3207, 2.2825], [0.4668, 0.6764, 3.5398], [1.2330, -0.1970, 4.3035], [1.5385, -1.4767, 3.8588], [1.1143, -1.8867, 2.6460], [0.3570, -1.0093, 1.8525], [-1.9891, -0.2275, -1.0390], [-3.6898, -0.4212, -1.5661], [-4.4345, 0.8035, -1.3185], [-5.7317, 0.9068, -1.8633], [-6.2695, -0.1204, -2.5745], [-5.5775, -1.3180, -2.6877], [-4.3115, -1.4655, -2.2041], [-1.3384, -1.8712, -1.1033], [-0.0785, -2.2087, -1.6330], [0.3814, -3.4883, -1.5604], [-0.4175, -4.4344, -0.9230], [-1.6413, -4.1097, -0.3965], [-2.1138, -2.8251, -0.3996], [-2.7004, -0.4070, 1.2416], [-3.2397, 0.8594, 2.9667], [-4.7367, 2.5990, 3.9268], [-4.2391, 4.9457, 3.8539], [-2.1251, 5.6966, 2.8225], [-0.8083, 4.1885, 1.5460], [-0.0044, 1.6003, 3.9429], [1.4197, 0.0697, 5.3614], [2.1923, -2.0906, 4.5043], [1.4617, -2.8814, 2.3611], [0.0611, -1.2491, 0.8742], [-3.9700, 1.6345, -0.8270], [-6.3485, 1.7563, -1.6659], [-7.2828, -0.1001, -2.9955], [-6.0369, -2.1364, -3.1871], [-3.7607, -2.4378, -2.2917], [0.5053, -1.4123, -2.1537], [1.4074, -3.7777, -1.8396], [-0.1220, -5.4554, -0.9101], [-2.0991, -4.8858, 0.1985], [-3.0681, -2.5846, -0.0192], [2.3565, 1.1894, -3.9991], [0.8010, 0.5211, -4.4376], [0.6730, -0.7019, -5.1715], [-0.5253, -1.2816, -5.3325], [-1.6756, -0.6477, -4.9772], [-1.6055, 0.5827, -4.3444], [-0.3927, 1.2039, -3.9728], [-0.4126, 2.3946, -3.1361], [1.4704, -1.1914, -5.6448], [-0.5780, -2.3070, -5.7496], [-2.6121, -0.9445, -5.2619], [-2.5331, 1.1591, -4.2481], [-1.4284, 2.7721, -3.1043], [0.2592, 3.2505, -3.4768], [7.0503, -1.1570, 2.5960], [5.8054, -0.5313, 2.0428], [5.3910, 0.7803, 2.2497], [4.2939, 1.3501, 1.5965], [3.9716, 2.7933, 1.9500], [3.4515, 0.5627, 0.7885], [3.8207, -0.8189, 0.5906], [3.0602, -1.8307, -0.3250], [5.0197, -1.3075, 1.2165], [2.2709, 1.1200, 0.0253], [1.9169, 2.3253, 0.0362], [1.5628, 0.2976, -0.6869], [6.6651, -1.9643, 3.2532], [7.7560, -0.5270, 3.0859], [7.5141, -1.6770, 1.8129], [6.0458, 1.3303, 2.9388], [4.4758, 2.9832, 2.8511], [2.9073, 2.9074, 1.9756], [4.1677, 3.4640, 1.0573], [3.5604, -2.7411, -0.2224], [3.1671, -1.5743, -1.4038], [1.9938, -1.9580, -0.0899], [5.3129, -2.3233, 0.9976]],
  "atomic_forces_ev_per_a": [[-0.6, 0.0, -1.0], [0.4, 1.1, -0.9], [-0.9, -0.6, -0.2], [-1.1, 1.9, 0.6], [0.5, 0.8, 0.8], [1.4, -0.7, -1.1], [-0.9, 0.6, 0.6], [-0.5, -1.4, -0.4], [-0.3, -0.2, -0.1], [0.3, -2.8, -0.7], [-0.4, 1.2, 1.3], [-0.7, 0.5, 1.4], [1.3, 1.0, 2.0], [-0.4, -0.3, -1.7], [1.2, 0.7, 1.1], [0.7, 0.1, -0.3], [-1.0, 3.2, 1.2], [-0.5, -2.0, -1.7], [1.2, 0.7, 1.2], [-0.8, -1.5, -0.5], [-0.6, 0.3, -0.5], [1.6, -1.6, 0.1], [-0.2, -1.2, 0.5], [-0.6, 2.1, -0.8], [0.7, -1.4, 0.7], [0.5, 0.4, -1.0], [-0.1, -0.7, 1.4], [1.7, 0.2, -1.7], [-0.1, -0.3, 0.4], [-0.2, 0.4, -0.3], [-1.1, -0.5, 0.6], [0.7, -0.4, -0.1], [0.4, 1.0, -0.1], [0.6, -0.5, -0.1], [1.0, -0.5, 0.0], [0.2, -0.1, -0.8], [-0.6, 0.2, -0.5], [-0.6, 0.3, -0.5], [-0.3, -0.7, -1.0], [0.1, 0.3, 0.3], [0.0, 0.7, 0.0], [0.5, 0.3, 0.2], [-0.3, -0.6, -0.3], [-0.7, 1.0, -0.2], [-0.4, -0.7, 0.6], [-0.7, 0.3, -0.3], [0.4, -0.6, 0.2], [-0.6, -0.1, -0.2], [-0.8, 0.3, 0.6], [-0.4, -0.2, -0.3], [-1.7, -0.2, 0.1], [1.2, 2.5, 1.5], [-1.2, -2.4, -0.8], [1.0, 2.1, 1.0], [0.0, 0.7, -0.1], [1.3, -2.4, -1.3], [1.0, 2.1, 0.2], [1.5, -0.3, -0.1], [0.1, 0.9, -0.1], [-2.2, -1.2, -0.6], [0.3, -0.3, 0.4], [-0.1, 0.2, 0.2], [-0.7, -1.3, 0.4], [-1.9, -0.7, 0.9], [-0.3, 0.5, -0.6], [0.7, -0.1, 0.1], [-0.4, 0.4, 0.8], [-0.4, -0.6, -3.0], [0.3, -1.2, -0.9], [0.5, -0.2, 0.0], [0.1, 2.0, 0.0], [-2.2, 0.5, -1.2], [1.0, -1.8, 0.2], [0.2, 0.7, 0.3], [0.3, 0.6, 0.4], [0.6, 0.5, 0.1], [0.2, 0.6, 0.5], [1.0, -0.6, -1.2], [-0.6, 0.4, -0.4], [0.5, 1.0, 0.9], [-0.6, 0.0, 0.8], [0.6, -0.5, 1.2], [0.7, -1.7, 0.3], [-0.3, 0.2, 0.7], [0.6, 0.2, 0.0], [0.0, -0.2, 0.0]]
}

(2)
{
  "formula": "C4H25NO10",
  "method": "ωB97M-V with the def2-TZVPD basis set",
  "total_energy_ha": -974.53267,
  "total_charge": 0,
  "multiplicity": 1,
  "smiles": "c1cc[nH]c1.O.O.O.O.O.O.O.O.O.O",
  "elements": ["C", "C", "N", "C", "C", "H", "H", "H", "H", "H", "H", "H", "O", "H", "H", "O", "H", "H", "O", "H", "H", "O", "H", "H", "O", "H", "H", "O", "H", "H", "O", "H", "H", "O", "H", "H", "O", "H", "H", "O"],
  "coordinates": [[-2.3020, 1.5694, -1.7450], [-1.1457, 1.2455, -2.4295], [-0.5583, 0.0934, -1.8708], [-1.3555, -0.2322, -0.8406], [-2.4429, 0.6395, -0.7043], [-3.1216, 2.2061, -1.9939], [-0.6153, 1.6758, -3.2676], [0.2295, -0.4201, -2.2622], [-1.3097, -1.1389, -0.2735], [-3.2124, 0.6118, 0.0489], [0.9365, 3.1556, 1.2891], [0.0034, 4.3250, 0.7076], [0.0371, 3.4467, 1.0724], [-1.1024, 0.1608, 3.3042], [-0.6549, -1.2957, 3.8012], [-0.5433, -0.6167, 3.1263], [1.2420, -2.3150, 0.0276], [2.2570, -2.2503, -1.0740], [1.3341, -2.0580, -0.8953], [-2.0122, 1.3503, 1.1794], [-1.8032, 2.2348, 2.3244], [-1.9049, 1.2851, 2.1550], [2.2358, 0.5975, 3.2625], [0.8106, 0.3415, 2.6605], [1.6604, 0.8121, 2.5300], [-1.4923, -2.1051, -3.3365], [-0.4423, -2.8406, -2.3946], [-1.3056, -2.4288, -2.4574], [-0.6926, -2.0316, 1.6732], [-0.3886, -3.5427, 1.1592], [-0.8251, -2.9892, 1.8086], [3.1028, -0.2619, 1.2732], [3.5458, -1.7481, 1.5174], [3.2320, -1.1165, 0.8502], [2.2479, -1.2114, -2.6714], [2.4665, 0.1352, -1.8442], [2.1666, -0.2701, -2.6652], [0.5853, 1.8975, -0.2878], [1.5478, 0.9534, 0.3904], [1.5339, 1.6603, -0.2732]],
  "atomic_forces_ev_per_a": [[0.4, -0.3, -0.4], [0.8, -0.7, -0.5], [-2.0, 2.1, 0.0], [-1.3, -0.5, 1.5], [1.6, -0.8, -0.4], [0.2, 0.9, -0.4], [-0.4, 0.2, 0.0], [-0.1, 0.5, 0.5], [0.6, -0.3, 0.0], [-0.2, -0.3, -0.2], [-0.1, 0.5, -0.3], [0.5, 0.4, -0.1], [-0.7, -0.7, 0.6], [-0.3, -0.4, -0.3], [-0.1, 0.2, 0.0], [0.3, -0.2, 0.3], [0.0, 0.2, 0.1], [0.2, 0.1, 0.3], [-0.5, -0.8, -0.1], [0.3, -0.7, 0.4], [0.2, -0.2, 0.4], [-0.4, 1.5, -0.6], [-0.1, -0.1, 0.4], [0.4, -0.2, 0.3], [0.1, 0.4, -0.6], [0.3, -0.1, -0.3], [0.2, 0.1, -0.4], [-0.6, -0.6, 0.5], [0.1, -0.6, -0.2], [0.0, 0.4, -0.3], [-0.2, 0.1, 0.5], [-0.1, 0.0, 0.4], [-0.1, 0.6, -0.1], [0.4, -0.7, -0.1], [0.4, -0.5, 0.4], [-0.2, -0.3, 0.2], [-0.1, 1.2, -1.2], [0.5, 0.0, -0.2], [0.1, 0.2, -0.1], [-0.2, -0.4, 0.1]]
}

(3)
{
  "formula": "C8H8FN3",
  "method": "ωB97M-V with the def2-TZVPD basis set",
  "total_energy_ha": -573.70373,
  "total_charge": 0,
  "multiplicity": 1,
  "smiles": "F[C@]1(c2ccn[nH]2)CC=CC=N1",
  "elements": ["C", "C", "C", "C", "C", "C", "C", "C", "N", "N", "N", "F", "H", "H", "H", "H", "H", "H", "H", "H"],
  "coordinates": [[0.3591, 1.5164, 1.9505], [1.5536, 1.4768, 2.6372], [0.4154, 0.2907, 1.2209], [-1.0208, -1.3028, -2.4628], [-1.5352, -0.1515, -2.0678], [0.1041, -1.7232, -1.6644], [-1.0420, 0.5943, -0.8056], [-0.4097, -0.3772, 0.1015], [2.2850, 0.4191, 2.4501], [0.5140, -1.2615, -0.5724], [1.6172, -0.2935, 1.5545], [-1.3875, -1.1132, 0.8319], [-0.5526, 2.2487, 2.0204], [1.9256, 2.3347, 3.2410], [-1.3396, -1.8631, -3.2397], [-2.2257, 0.4190, -2.6282], [0.7416, -2.4403, -2.2651], [-0.2115, 1.1872, -1.2363], [-1.6736, 1.2357, -0.1552], [1.8828, -1.1962, 1.0893]],
  "atomic_forces_ev_per_a": [[-2.7, -1.1, -1.7], [0.5, 3.0, 1.9], [0.7, 0.7, -0.1], [0.3, 1.8, 3.3], [-0.7, 1.6, 1.3], [1.2, -1.8, -2.4], [0.3, -0.4, -1.2], [1.5, 0.4, 2.9], [1.2, -0.9, -0.4], [-0.3, -0.7, 0.9], [-2.0, -0.6, -1.2], [0.1, 0.0, -1.1], [2.3, -1.5, -0.2], [-0.2, -1.1, -0.2], [-0.8, -1.4, -2.6], [-0.9, 0.2, -0.7], [-0.2, 0.6, 1.2], [-0.3, 0.2, 0.5], [-0.2, -0.3, -1.2], [0.1, 1.4, 1.0]]
}